Record 1
{
  "formula": "C13H9BrCl4N5O4V",
  "method": "ωB97M-V/def2-TZVPD",
  "multiplicity": 3,
  "total_charge": 0,
  "s_squared": 2.035,
  "homo_ev": [-8.2, -8.3],
  "gap_ev": [7.00, 6.63],
  "max_force_ha_per_bohr": 0.030,
  "e_above_lowest_ev": 0.681,
  "species": ["V", "Cl", "C", "C", "Cl", "C", "Cl", "C", "O", "C", "O", "C", "Cl", "N", "N", "C", "N", "N", "N", "O", "O", "H", "H", "H", "H", "H", "Br", "C", "C", "C", "C", "C", "C", "H", "H", "H", "H"],
  "xyz": [[0.778318, -1.259977, -0.275510], [-4.098191, 2.409942, 2.482558], [-3.222256, 1.156546, 1.688464], [-3.873480, 0.008277, 1.249524], [-5.572405, -0.167091, 1.478519], [-3.148934, -1.018647, 0.631512], [-3.901432, -2.477638, 0.113701], [-1.788534, -0.876711, 0.443943], [-0.968726, -1.810812, -0.070433], [-1.137488, 0.302419, 0.835467], [0.170450, 0.342814, 0.592766], [-1.845749, 1.296970, 1.486418], [-0.975424, 2.690280, 2.045732], [0.377720, -0.890436, 3.579191], [1.284907, 0.164385, 3.471206], [2.087465, 0.259468, 2.395893], [2.613245, 1.455604, 2.131848], [2.332389, -0.886124, 1.740759], [2.786402, -0.777311, 0.479707], [2.590135, -1.857741, -0.219749], [3.467167, 0.139246, 0.017854], [-0.557297, -0.569535, 3.351336], [0.411134, -1.275083, 4.512474], [1.068108, 1.034120, 3.938106], [2.112620, 2.276426, 2.431736], [3.186857, 1.520996, 1.303995], [0.387833, 0.744975, -6.643501], [0.483555, 0.195518, -4.831501], [-0.141946, -0.977001, -4.445444], [-0.070585, -1.366601, -3.113804], [0.623954, -0.605242, -2.172388], [1.231759, 0.577108, -2.595735], [1.169387, 0.982914, -3.920795], [-0.683276, -1.569229, -5.170409], [-0.586702, -2.271858, -2.812014], [1.766478, 1.199267, -1.886372], [1.642539, 1.899747, -4.245062]],
  "forces_ev_per_a": [[-1.31, 0.09, -0.81], [0.00, 0.00, 0.00], [0.00, 0.02, 0.01], [-0.03, 0.00, 0.01], [0.02, 0.00, 0.00], [-0.06, -0.10, 0.00], [0.00, 0.03, 0.02], [0.22, -0.13, 0.01], [-0.36, 0.00, 0.22], [0.25, -0.02, 0.03], [-0.05, 0.07, 0.03], [-0.02, 0.06, 0.04], [-0.03, -0.03, -0.01], [0.02, 0.00, -0.03], [-0.07, 0.05, 0.04], [0.07, 0.06, -0.02], [0.00, -0.02, -0.01], [-0.13, -0.21, -0.08], [1.08, 0.38, 0.53], [0.45, -0.04, 0.09], [-0.10, -0.13, 0.02], [-0.01, -0.01, 0.01], [0.00, 0.00, 0.00], [0.00, 0.00, 0.01], [-0.02, -0.01, -0.01], [0.02, 0.02, 0.00], [0.00, 0.00, 0.00], [0.00, 0.00, 0.00], [-0.01, 0.00, 0.01], [0.02, 0.02, -0.01], [0.04, -0.11, -0.08], [0.01, -0.03, 0.02], [0.01, 0.01, -0.01], [0.00, 0.00, 0.00], [0.00, 0.00, 0.00], [0.00, 0.01, -0.01], [0.00, 0.00, 0.00]],
  "lowdin_charge": [1.09, 0.67, -0.71, -0.70, 0.67, -0.61, 0.72, -0.34, -0.18, -0.38, -0.19, -0.61, 0.70, 0.08, 0.00, -0.41, 0.22, 0.14, -0.45, -0.08, 0.06, 0.09, 0.10, 0.14, 0.11, 0.10, 0.73, -0.69, -0.13, -0.09, -0.20, -0.09, -0.13, 0.10, 0.10, 0.10, 0.10]
}

Record 2
{
  "formula": "C13H9Cl21Cr2O8S",
  "method": "ωB97M-V/def2-TZVPD",
  "multiplicity": 9,
  "total_charge": 0,
  "s_squared": 20.031,
  "homo_ev": [-8.7, -8.7],
  "gap_ev": [5.77, 6.35],
  "max_force_ha_per_bohr": 0.200,
  "e_above_lowest_ev": 0.000,
  "species": ["Cr", "Cr", "S", "O", "O", "O", "O", "C", "C", "C", "O", "C", "C", "C", "O", "O", "O", "H", "H", "C", "Cl", "Cl", "Cl", "H", "C", "Cl", "Cl", "Cl", "H", "C", "Cl", "Cl", "Cl", "H", "C", "Cl", "Cl", "Cl", "H", "C", "Cl", "Cl", "Cl", "H", "C", "Cl", "Cl", "Cl", "H", "C", "Cl", "Cl", "Cl", "H"],
  "xyz": [[-3.475037, 0.286127, 1.199067], [1.264873, 3.480937, 0.562687], [-1.698327, 2.942917, 2.017027], [-2.408457, 2.007867, 1.211717], [-2.610197, 3.920977, 2.514177], [-1.517987, 2.200047, 3.266097], [-0.508847, 3.495887, 1.380637], [-1.037647, 0.787527, -1.387863], [-1.601507, -0.188693, -0.636983], [-0.935817, -0.658253, 0.687767], [-1.650947, -1.268663, 1.581507], [0.312293, -0.256533, 1.078287], [1.017593, 0.821997, 0.424877], [0.234293, 1.402937, -0.900383], [0.687053, 2.472767, -1.270553], [1.952513, 1.514547, 0.883427], [-2.838687, -0.465343, -0.899913], [-1.497157, 1.181777, -2.282193], [0.720223, -0.485503, 2.051717], [0.609273, -3.588263, 2.740037], [2.070303, -3.758543, 3.850687], [-0.585277, -4.886303, 2.980367], [1.186533, -3.486213, 1.050127], [0.194513, -2.621333, 3.024857], [3.884143, -0.145513, 2.654857], [4.057353, -1.237253, 1.257737], [4.782433, 1.404327, 2.549917], [4.401283, -0.968893, 4.169607], [2.815703, 0.063417, 2.708487], [0.067713, -0.048513, 4.929837], [-1.462847, 0.430887, 5.818717], [0.819623, -1.417173, 5.747827], [1.178953, 1.248687, 4.897017], [-0.105177, -0.382383, 3.906737], [0.438123, 2.700087, -4.676763], [-0.066117, 1.166227, -5.346693], [-0.964257, 3.691127, -4.098393], [1.430053, 3.588987, -5.859553], [1.040803, 2.467857, -3.798723], [-2.770467, -3.951943, -1.675323], [-4.043707, -4.314543, -2.809873], [-1.225607, -3.810753, -2.537393], [-2.640467, -5.044923, -0.356673], [-2.955427, -2.959673, -1.263873], [-3.642837, -0.605273, -4.539533], [-3.819567, 0.259037, -6.135013], [-2.557697, -1.964213, -4.723683], [-5.244037, -1.091723, -3.836983], [-3.073207, 0.000737, -3.835003], [4.273583, 1.130307, -1.575373], [3.454123, 1.337727, -3.159113], [4.369003, 2.681997, -0.691983], [5.874483, 0.542617, -1.901423], [3.800453, 0.376087, -0.946563]],
  "forces_ev_per_a": [[2.50, 0.53, -0.68], [-0.45, -0.95, 0.20], [-2.85, 0.63, 9.85], [-3.02, -4.55, -5.94], [-0.77, 3.41, -2.40], [3.36, -1.86, -0.22], [2.90, 0.75, -2.11], [4.13, 0.94, 0.41], [-0.94, 0.69, -0.13], [-1.81, -0.89, 1.56], [-0.50, 1.33, -2.02], [3.55, 2.56, -1.05], [-4.01, -2.04, -0.50], [-1.64, -2.40, 1.07], [0.52, 1.59, -0.84], [-0.03, 0.62, 0.01], [-0.28, -0.55, 2.19], [-0.12, 0.16, 0.17], [-0.30, -0.40, 0.08], [1.03, -0.02, 0.43], [-0.97, -0.37, -0.95], [0.64, 0.65, -0.11], [-0.43, -0.27, 0.63], [-0.27, -0.37, -0.22], [0.11, -0.17, 0.71], [0.32, 0.48, 0.25], [-0.39, -0.75, -0.26], [-0.30, 0.28, -0.75], [0.39, 0.22, 0.22], [-1.07, -0.46, 0.64], [1.00, -0.50, -0.86], [-0.17, -0.24, 0.25], [0.72, 1.10, -0.18], [-0.72, 0.37, 0.32], [-0.05, 0.44, 0.32], [-0.30, -0.16, -0.06], [0.67, -0.51, -0.42], [-0.31, -0.12, 0.44], [-0.11, 0.33, -0.18], [0.36, 1.35, -0.33], [-0.42, -0.44, 0.01], [0.39, -0.28, 0.19], [-0.07, -0.76, 0.63], [-0.09, -0.13, -0.12], [-0.05, 0.16, -0.34], [-0.10, -0.45, 1.22], [-0.19, -0.23, -0.41], [1.08, 0.49, -0.56], [-0.83, 0.46, -0.13], [-0.04, 0.11, -0.47], [-0.12, -0.07, 0.74], [-0.18, 0.00, -0.23], [0.61, -0.15, 0.12], [-0.36, 0.42, -0.17]],
  "lowdin_charge": [1.25, 1.11, 0.22, -0.39, -0.28, -0.38, -0.38, 0.05, -0.38, -0.34, -0.07, -0.01, -0.28, -0.26, -0.07, -0.15, -0.12, 0.10, 0.09, -1.44, 0.44, 0.54, 0.53, -0.03, -1.47, 0.56, 0.52, 0.50, -0.04, -1.53, 0.51, 0.52, 0.60, -0.02, -1.54, 0.54, 0.51, 0.52, -0.06, -1.60, 0.53, 0.49, 0.57, -0.01, -1.47, 0.48, 0.51, 0.49, -0.02, -1.50, 0.56, 0.54, 0.57, -0.03]
}

Record 3
{
  "formula": "C13H9ErN2O5Se",
  "method": "ωB97M-V/def2-TZVPD",
  "multiplicity": 4,
  "total_charge": 2,
  "s_squared": 3.756,
  "homo_ev": [-14.3, -14.3],
  "gap_ev": [4.99, 5.08],
  "max_force_ha_per_bohr": 0.118,
  "e_above_lowest_ev": 0.204,
  "species": ["O", "C", "Er", "C", "O", "C", "O", "C", "O", "C", "O", "H", "C", "N", "C", "Se", "N", "C", "C", "C", "C", "C", "C", "H", "H", "H", "H", "H", "H", "H", "H"],
  "xyz": [[0.227612, 3.105549, -3.537902], [0.224206, 1.976710, -3.302025], [0.195856, -0.472705, -2.891253], [0.221230, -2.837337, -3.440576], [0.256302, -3.974356, -3.627623], [0.270702, -0.542566, -5.355021], [0.140733, -1.456488, -6.119725], [2.476659, -0.462750, -3.640044], [3.603165, -0.472098, -3.904627], [-2.131610, -0.524650, -3.578500], [-3.234313, -0.529408, -3.904362], [0.330308, 0.552256, -5.758955], [2.218622, 0.706448, 1.552191], [0.830879, 0.278630, 1.579389], [0.243059, -0.598688, 0.713148], [1.138157, -1.632963, -0.569781], [-1.051542, -0.724883, 1.124408], [-1.265987, -0.019178, 2.312066], [-2.283545, -0.106961, 3.251648], [-2.072017, 0.519842, 4.493183], [-0.848158, 1.154068, 4.788347], [0.194924, 1.187017, 3.846542], [-0.068163, 0.620150, 2.606299], [2.676093, 0.379674, 0.604211], [2.764104, 0.267269, 2.404531], [2.268953, 1.805453, 1.632766], [-1.733772, -1.315290, 0.649702], [-3.204172, -0.646334, 3.003063], [-2.859036, 0.521596, 5.253735], [-0.712411, 1.623370, 5.766556], [1.183158, 1.618620, 4.048609]],
  "forces_ev_per_a": [[0.01, -4.83, 0.98], [-0.02, 5.96, -1.10], [0.38, -0.14, 0.59], [0.15, -5.35, -0.94], [-0.13, 4.57, 0.63], [-0.09, 0.36, 0.49], [0.05, 0.28, 0.00], [5.41, -0.05, -1.11], [-4.67, 0.01, 0.89], [-5.34, -0.05, -1.57], [4.23, -0.02, 1.15], [0.01, -0.73, -0.10], [0.59, 0.16, 0.03], [-0.43, -0.74, -0.74], [-0.62, 1.49, 1.74], [-0.09, -0.06, -0.26], [0.33, -0.27, -0.73], [0.21, -0.34, 0.36], [-0.56, 0.34, 0.44], [-0.06, -0.14, -0.66], [0.45, 0.12, -0.54], [-0.27, 0.41, 0.44], [0.41, -0.66, -0.15], [-0.15, 0.16, 0.53], [-0.19, 0.12, -0.40], [-0.07, -0.47, -0.08], [0.40, 0.12, 0.42], [0.32, 0.26, 0.33], [0.31, -0.13, -0.38], [0.01, -0.25, -0.38], [-0.58, -0.13, 0.12]],
  "lowdin_charge": [0.20, 0.05, 0.76, -0.06, 0.20, -0.38, -0.02, -0.04, 0.20, 0.03, 0.21, 0.07, -0.01, -0.07, -0.66, 0.75, 0.12, -0.18, 0.02, -0.03, -0.03, 0.02, -0.15, 0.06, 0.12, 0.12, 0.17, 0.13, 0.13, 0.13, 0.13]
}